Entry 1:
Density functional theory data (wB97M-V/def2-TZVPD) for a molecular structure, C19H27N3O4Pd.

Properties
E_LUMO: -15.14 eV
HOMO level: -20.66 eV
net charge: +4
F_max: 0.6 eV/A
molar mass: 467.86 g mol⁻¹

Positions of all 54 atoms, in Å:
Pd  0.27515  1.74483  0.49392
C  0.71901  0.68818  3.55539
O  0.91961  1.73306  2.57636
C  2.29211  2.20268  2.55171
C  2.30105  3.45090  1.72088
O  1.58347  3.19516  0.45722
C  2.34778  3.19051  -0.79908
C  3.03500  1.86814  -0.99032
O  2.06728  0.85216  -0.65407
C  2.18804  -0.36275  -1.43303
H  0.73738  1.13532  4.54798
H  1.49677  -0.06901  3.45824
H  -0.25157  0.24344  3.36088
H  2.92915  1.41848  2.13465
H  2.61264  2.41924  3.57251
H  3.31189  3.77579  1.48008
H  1.75697  4.26500  2.19400
H  3.02727  4.04196  -0.77420
H  1.59556  3.36912  -1.56794
H  3.90736  1.74408  -0.34374
H  3.35671  1.76938  -2.02840
H  2.05282  -0.14423  -2.49239
H  1.41886  -1.04384  -1.07842
H  3.16828  -0.80593  -1.26220
C  -8.91452  -4.40811  6.03628
C  -8.32704  -3.38508  5.21051
C  -7.03156  -3.59878  4.57248
C  -6.49722  -2.67691  3.76020
C  -7.23522  -1.43236  3.51253
N  -6.83662  -0.54196  2.66450
C  -5.77358  -0.54475  1.53343
O  -6.26024  -0.49260  0.46228
N  -4.48488  -0.55877  1.94270
C  -3.42947  -0.44759  0.96724
C  -3.54172  -1.05876  -0.27966
C  -2.52085  -0.88167  -1.19507
C  -1.42832  -0.11338  -0.84509
N  -1.31537  0.45614  0.36226
C  -2.29100  0.28730  1.26905
C  -8.51764  -1.19493  4.20466
C  -9.02922  -2.13262  5.01165
H  -8.36403  -5.34040  6.09990
H  -9.96925  -4.56551  5.74254
H  -9.06273  -3.96750  7.04709
H  -6.53020  -4.54042  4.76019
H  -5.55753  -2.84247  3.24976
H  -7.48789  0.22052  2.45160
H  -4.28437  -0.26154  2.88767
H  -4.40056  -1.65630  -0.54609
H  -2.57161  -1.33476  -2.17542
H  -0.62304  0.05967  -1.55001
H  -2.16901  0.79216  2.21960
H  -9.02785  -0.25373  4.02668
H  -9.97829  -1.98193  5.51360

Atomic forces in eV per Å
-0.5 -0.2 0.2
0.1 0.0 -0.1
-0.1 0.0 0.2
0.0 -0.1 0.0
-0.1 0.2 -0.1
0.5 0.1 0.0
-0.1 0.2 0.0
0.0 -0.1 0.2
-0.3 -0.1 -0.3
0.1 0.1 0.1
0.0 0.0 0.0
0.0 0.0 0.0
0.0 0.0 0.0
0.0 0.0 0.0
0.0 0.1 0.0
0.0 0.0 0.0
0.0 0.0 0.0
0.0 0.0 0.0
0.0 0.0 0.0
0.0 0.0 0.0
0.0 0.0 0.0
0.0 0.0 0.0
0.0 0.0 0.0
0.0 0.0 0.0
0.0 0.1 -0.1
0.0 -0.1 0.1
0.1 0.0 0.0
0.0 0.0 0.0
-0.1 0.0 -0.1
0.2 0.1 -0.1
-0.2 0.0 0.3
0.1 -0.1 -0.2
0.0 0.1 -0.2
-0.1 0.0 0.1
0.1 0.0 0.0
-0.1 0.0 0.0
0.0 0.0 -0.1
0.4 -0.1 0.0
-0.1 0.2 -0.1
-0.1 0.0 0.0
0.0 0.1 0.0
0.0 0.0 0.0
0.0 0.0 0.0
0.0 0.0 0.0
0.0 0.0 0.0
0.0 0.0 0.0
0.0 0.0 0.2
0.0 -0.1 0.1
0.0 0.0 0.0
0.0 0.0 0.0
0.0 0.0 0.0
0.0 0.0 0.0
0.0 0.0 0.0
0.0 0.0 0.0

=====

Entry 2:
Density functional theory data (wB97M-V/def2-TZVPD) for a molecular structure, C19H27N6OS2W.

Properties
E_LUMO (alpha / beta): -9.43 / -10.50 eV
HOMO level (alpha / beta): -17.35 / -18.36 eV
net charge: +3
F_max: 1.0 eV/A
molar mass: 603.44 g mol⁻¹
multiplicity: 3

Positions of all 56 atoms, in Å:
W  0.26362  0.34886  1.14312
C  -0.94306  1.22891  2.93184
C  0.37565  1.77234  3.01396
C  1.26625  0.68923  3.28557
C  0.48962  -0.50542  3.38960
C  -0.87396  -0.17083  3.17040
H  -1.85279  1.79535  2.76189
H  0.66557  2.80822  2.88293
H  2.32096  0.79929  3.44202
H  0.87838  -1.49367  3.60000
H  -1.70605  -0.85530  3.17453
N  3.66325  -0.31133  1.08882
C  3.31074  0.40348  0.00880
N  4.20218  0.58916  -0.92780
C  3.81128  1.29528  -1.98671
N  4.64803  1.44140  -2.98295
N  2.59536  1.90001  -2.13109
C  1.77382  1.67157  -1.16384
N  2.01233  0.87661  -0.06880
C  0.45754  2.33818  -1.16179
C  0.11595  3.26150  -2.11334
C  -1.09727  3.93594  -1.96751
C  -1.94984  3.61017  -0.92521
C  -1.54731  2.62018  -0.03534
N  -0.33926  2.02208  -0.10940
H  4.65117  -0.52190  1.19132
H  3.09702  -0.30479  1.92420
H  5.56280  1.00179  -2.93839
H  4.39776  2.01063  -3.77980
H  0.74515  3.49496  -2.95067
H  -1.36257  4.68685  -2.69551
H  -2.90991  4.10642  -0.82289
H  -2.20029  2.28941  0.76003
O  -1.33263  -0.43613  0.05763
S  -2.38622  -1.59664  0.31875
C  -2.51553  -2.55617  -1.19219
C  -4.02344  -2.72204  -1.40990
C  -4.63863  -1.35111  -1.16466
C  -4.04314  -0.85968  0.14751
H  -1.97278  -3.49124  -1.09100
H  -2.07356  -1.93994  -1.97895
H  -4.43688  -3.47199  -0.73658
H  -4.17232  -3.08376  -2.42735
H  -5.72754  -1.40942  -1.09777
H  -4.39317  -0.67002  -1.97646
H  -4.60785  -1.26780  0.98975
H  -3.98131  0.22929  0.22949
C  1.59654  -2.16034  -1.00747
S  0.78667  -2.14519  0.59951
C  1.89041  -3.17015  1.54259
H  2.64190  -1.87370  -0.93088
H  1.07138  -1.46941  -1.64858
H  1.53251  -3.16730  -1.39619
H  1.99494  -4.10237  0.98386
H  1.39920  -3.41433  2.48533
H  2.86932  -2.70514  1.69558

Atomic forces in eV per Å
-0.1 -0.4 0.1
-0.2 0.0 -0.1
0.3 -0.4 -0.3
-0.7 0.2 -0.3
0.1 0.2 -0.2
0.4 0.2 -0.1
0.2 -0.1 0.2
-0.1 -0.1 0.1
0.3 0.0 0.2
-0.1 0.1 0.1
0.0 -0.1 0.1
0.2 -0.1 0.2
-0.4 0.1 0.2
0.0 -0.2 0.3
0.3 0.2 -0.8
0.5 -0.1 -0.2
-0.2 0.0 0.4
0.0 -0.1 0.2
-0.2 -0.2 0.2
0.4 -0.2 0.4
-0.8 0.5 0.1
0.1 -0.2 -0.1
0.2 -0.2 0.1
0.1 0.1 -0.1
-0.4 0.2 -0.4
-0.2 0.0 0.0
0.2 0.1 -0.3
-0.2 0.2 -0.1
0.1 -0.1 0.1
0.4 -0.1 -0.1
-0.1 0.1 0.0
0.1 -0.2 0.1
0.0 0.1 0.0
-0.5 0.1 -0.4
0.2 0.2 0.6
-0.1 0.1 -0.3
0.2 -0.1 -0.3
-0.1 -0.1 -0.2
-0.3 0.2 0.1
0.1 0.0 0.1
0.0 0.0 0.0
0.0 0.0 0.1
-0.1 0.0 0.0
0.1 0.1 0.0
0.0 0.0 -0.1
0.1 0.1 0.1
0.1 -0.2 0.1
0.2 0.0 0.1
-0.1 0.4 -0.3
0.4 -0.2 0.4
0.0 0.0 0.1
-0.2 0.1 -0.3
-0.1 -0.2 -0.1
0.1 0.1 0.0
0.1 0.0 0.0
-0.3 -0.2 0.0

=====

Entry 3:
Density functional theory data (wB97M-V/def2-TZVPD) for a molecular structure, C19H27N8O6SSn at a distorted geometry.

Properties
E_LUMO (alpha / beta): -3.53 / -3.89 eV
HOMO level (alpha / beta): -10.08 / -10.96 eV
net charge: +1
F_max: 1.3 eV/A
molar mass: 614.25 g mol⁻¹

Positions of all 62 atoms, in Å:
Sn  0.61602  0.03761  -0.15997
O  6.12576  -1.46587  -2.78335
C  4.91167  -1.17942  -2.30025
C  3.83952  -0.80740  -3.12009
C  2.64359  -0.50655  -2.51217
N  2.50068  -0.59064  -1.19474
C  3.50083  -0.98401  -0.40843
C  4.74217  -1.27855  -0.91476
C  3.07898  -1.12945  1.03613
O  3.86222  -1.36540  1.91579
O  1.77427  -0.98171  1.21364
C  1.37481  -0.06055  -3.20908
O  1.22481  -0.19950  -4.40490
O  0.50088  0.40933  -2.37102
H  6.14693  -1.37369  -3.74366
H  3.91998  -0.74463  -4.19782
H  5.54625  -1.59030  -0.26371
C  -0.13346  -2.96053  -0.69815
N  -0.98755  -2.54947  -1.78208
C  -0.79070  -3.08852  -3.12431
C  -1.80166  -2.28164  -3.92982
N  -1.98882  -1.09168  -3.10103
C  -2.72137  0.04543  -3.62240
C  -1.50269  -1.28337  -1.86871
N  -1.47240  -0.49416  -0.80812
C  -2.01260  0.85613  -0.76373
C  -2.37026  1.20077  0.67214
N  -1.26869  0.91737  1.57855
C  -1.29840  1.40645  2.77825
N  -2.11552  2.36002  3.35113
C  -3.49830  2.73135  3.09744
C  -1.65120  2.67622  4.69251
C  -0.26807  2.05880  4.73812
N  -0.36909  1.05400  3.73561
C  0.68295  0.07978  3.56066
H  -0.03038  -4.04380  -0.71118
H  -0.57485  -2.67855  0.25687
H  0.88604  -2.55009  -0.78175
H  -0.98700  -4.15814  -3.14437
H  0.23001  -2.89896  -3.47400
H  -2.74990  -2.80870  -4.06143
H  -1.40775  -1.99571  -4.90328
H  -2.89050  -0.13617  -4.68075
H  -2.13776  0.95928  -3.53179
H  -3.69440  0.16573  -3.14541
H  -2.90605  0.99176  -1.36521
H  -1.27911  1.57901  -1.14916
H  -3.24554  0.60911  0.96135
H  -2.64827  2.25833  0.65903
H  -3.86441  2.37619  2.14777
H  -3.59139  3.81780  3.11988
H  -4.13954  2.31685  3.88154
H  -2.30328  2.22506  5.44801
H  -1.61556  3.75393  4.84983
H  -0.01118  1.64210  5.71105
H  1.39132  3.11682  5.05982
H  1.02717  -0.22410  4.54955
H  1.53535  0.45641  3.00017
H  0.28833  -0.79588  3.05364
O  0.74409  3.00614  4.35607
S  1.44201  3.23237  1.73363
N  1.79103  1.95699  1.07247

Atomic forces in eV per Å
-0.1 1.3 0.0
-0.1 0.0 0.0
0.1 0.0 -0.1
0.0 0.0 0.1
0.1 0.1 0.0
0.1 -0.2 0.0
-0.1 -0.1 -0.1
-0.1 0.0 0.1
-0.4 0.1 0.2
0.1 -0.1 -0.1
0.3 -0.6 0.0
-0.5 0.2 0.2
0.2 0.0 0.0
0.1 0.1 -0.3
0.0 0.0 0.0
0.0 0.0 0.0
0.0 0.0 0.0
0.0 -0.1 0.0
0.1 0.2 -0.1
0.0 0.0 0.1
0.0 0.0 0.0
-0.1 0.0 0.1
0.1 0.1 -0.1
-0.2 -0.2 0.0
0.5 -0.5 0.1
-0.2 0.1 0.0
0.1 0.0 0.0
-0.1 -0.1 0.1
0.0 0.1 0.0
0.1 0.1 -0.1
0.0 -0.1 0.1
0.0 0.0 0.0
0.1 0.0 -0.1
0.0 -0.1 0.0
-0.1 0.0 0.1
0.0 0.0 0.0
0.0 0.0 0.0
-0.1 -0.1 0.0
0.0 0.0 0.0
0.0 0.0 0.0
0.0 0.0 0.0
0.0 0.0 0.0
0.0 0.0 0.0
0.0 0.0 0.0
0.0 0.0 0.0
-0.1 -0.2 0.0
-0.1 0.0 0.0
0.0 0.0 -0.1
0.0 0.0 0.1
0.0 0.0 0.0
0.0 0.0 0.0
0.0 0.0 0.0
0.0 0.0 0.0
0.0 0.0 0.0
0.0 -0.1 0.0
0.0 0.0 0.0
0.0 0.0 0.0
0.0 0.0 0.0
0.0 0.1 0.0
0.0 0.1 0.1
-0.3 -0.1 -0.1
0.5 -0.1 -0.3